## A
17
Properties=species:S:1:pos:R:3 method="wB97M-V/def2-TZVPD" charge=0 homo_energy_ev=-9.71 smiles="C[C@H]1[C@H](CO)N1C=O" gap_ev=10.441
C -1.553 1.837 0.348
C -0.514 1.261 -0.351
C 0.620 0.596 0.264
C 2.128 0.478 -0.162
O 2.493 -1.039 0.145
N -0.369 -0.256 -0.528
C -1.104 -1.354 0.212
O -2.218 -1.711 -0.185
H -1.374 2.991 0.401
H -1.620 1.264 1.248
H -2.480 1.338 -0.211
H -0.285 1.765 -1.300
H 0.292 0.486 1.386
H 2.461 0.925 -1.232
H 2.997 1.207 0.509
H 3.478 -1.074 0.161
H -0.548 -2.020 1.186

***

## B
17
Properties=species:S:1:pos:R:3 method="wB97M-V/def2-TZVPD" charge=0 homo_energy_ev=-9.01 smiles="O=C(O)[C@@H]1CCCN1" gap_ev=9.818
O -1.704 -1.164 -0.501
C -1.391 -0.162 0.016
O -2.156 0.945 0.062
C -0.069 0.153 0.672
C 0.629 1.190 -0.233
C 2.135 0.734 -0.220
C 1.853 -0.813 -0.226
N 0.575 -1.049 0.431
H -3.046 0.601 -0.335
H -0.193 0.322 1.762
H 0.620 2.097 0.307
H 0.110 1.056 -1.231
H 2.343 1.223 0.792
H 2.756 1.157 -0.932
H 1.747 -1.073 -1.378
H 2.708 -1.457 0.126
H 0.867 -1.447 1.337

***

## C
17
Properties=species:S:1:pos:R:3 method="wB97M-V/def2-TZVPD" charge=0 homo_energy_ev=-8.27 smiles="C/C=C(/N)[C@H](O)C=O" gap_ev=8.994
C -1.049 -1.478 1.228
C -0.179 -0.259 1.278
C 0.602 0.249 0.292
N 1.532 1.243 0.553
C 0.321 -0.067 -1.167
O 1.330 0.522 -1.979
C -1.059 0.584 -1.434
O -2.091 -0.053 -1.638
H -2.061 -1.211 1.548
H -1.124 -1.918 0.232
H -0.666 -2.243 1.910
H -0.031 0.123 2.288
H 1.471 1.644 1.486
H 1.584 1.976 -0.154
H 0.264 -1.141 -1.360
H 2.179 0.349 -1.527
H -1.025 1.680 -1.555

***

The data favor C; the next most stable structure lies 3.0 kcal/mol above it.

***

## A
17
Properties=species:S:1:pos:R:3 method="wB97M-V/def2-TZVPD" charge=0 homo_energy_ev=-9.26 gap_ev=7.758
C -1.569 0.591 1.310
C -0.127 0.371 0.941
O 0.510 -0.473 1.730
H 0.413 1.283 0.668
H -1.597 1.066 2.293
H -2.059 1.242 0.587
H -2.102 -0.357 1.366
C 1.560 -0.191 -0.959
N 2.209 -0.897 -0.075
C -0.090 -0.529 -0.745
C -0.888 -0.012 -1.705
O 1.827 0.669 -1.775
H 1.404 -0.819 1.175
H 3.216 -0.819 -0.179
H -0.291 -1.544 -0.415
H -1.768 -0.528 -2.071
H -0.648 0.949 -2.147

***

## B
17
Properties=species:S:1:pos:R:3 method="wB97M-V/def2-TZVPD" charge=0 homo_energy_ev="-7.72 / -7.72" gap_ev="7.902 / 7.902"
C -1.252 -0.883 0.091
C 0.234 0.777 1.322
C 1.941 0.751 -1.284
C -0.077 0.003 0.067
N -1.774 -1.244 1.268
C 0.676 0.005 -1.044
O -1.780 -1.461 -0.931
O -2.130 -0.306 -1.827
H -2.572 -1.861 1.258
H -1.342 -1.013 2.146
H 0.289 -0.551 -1.889
H 0.985 1.542 1.138
H -0.659 1.283 1.696
H 0.622 0.133 2.121
H 1.823 1.397 -2.161
H 2.262 1.375 -0.451
H 2.751 0.053 -1.519

***

## C
17
Properties=species:S:1:pos:R:3 method="wB97M-V/def2-TZVPD" charge=0 homo_energy_ev=-10.22 smiles="C[C@@H]1C([N+](=O)[O-])[C@H]1C" gap_ev=10.542
C 1.719 -0.106 0.967
C 0.397 0.341 0.499
C -0.770 -0.557 0.228
N -0.463 -1.950 0.518
O 0.396 -2.435 -0.183
O -1.015 -2.584 1.445
C -0.223 0.316 -0.928
C -1.065 1.456 -1.308
H 1.939 -1.079 0.423
H 1.664 -0.127 2.057
H 2.366 0.695 0.593
H 0.050 1.376 0.884
H -1.792 -0.266 0.679
H 0.321 -0.364 -1.617
H -0.232 2.315 -1.499
H -1.727 1.699 -0.462
H -1.563 1.272 -2.298

***

The data favor A; the next most stable structure lies 27.9 kcal/mol above it.

***

## A
15
Properties=species:S:1:pos:R:3 method="wB97M-V/def2-TZVPD" charge=0 homo_energy_ev=-8.87 gap_ev=9.624
H 0.677 -1.070 -1.685
N 1.409 -0.469 -2.062
C 1.473 0.624 -1.416
N 0.719 1.024 -0.313
C -0.352 0.282 0.203
C -1.569 0.824 0.347
F -2.558 0.166 0.975
O -0.136 -1.017 0.517
C 1.024 -1.278 1.292
H 2.183 1.366 -1.682
H 0.813 1.970 0.003
H -1.848 1.841 -0.005
H 1.930 -1.077 0.723
H 0.986 -2.330 1.576
H 1.018 -0.659 2.224

***

## B
15
Properties=species:S:1:pos:R:3 method="wB97M-V/def2-TZVPD" charge=0 homo_energy_ev=-9.12 gap_ev=9.906
N -2.248 -0.395 0.553
C -1.630 0.775 -0.050
C -0.109 0.675 -0.304
O 0.538 1.672 -0.504
N 0.306 -0.612 -0.276
C 1.740 -0.990 -0.253
C 2.767 -0.187 0.072
F 2.625 0.947 0.748
H -2.338 -0.253 1.566
H -3.177 -0.758 0.076
H -2.042 0.941 -1.026
H -1.758 1.729 0.428
H -0.374 -1.256 0.061
H 1.872 -1.835 -0.983
H 3.827 -0.454 -0.109

***

## C
15
Properties=species:S:1:pos:R:3 method="wB97M-V/def2-TZVPD" charge=0 homo_energy_ev="-9.72 / -6.60" gap_ev="10.304 / 6.116"
C -0.123 1.620 -0.159
C 0.071 -0.757 -0.263
C 1.369 -0.627 -1.065
C -1.828 0.362 0.976
N -0.628 0.493 0.084
N 2.398 -0.155 -0.281
O -0.218 2.772 -0.357
F 2.500 -0.834 0.957
H -0.484 -1.463 -0.834
H 0.510 -1.193 0.608
H 1.501 -1.607 -1.372
H 1.370 0.131 -1.891
H -1.638 -0.187 1.815
H -2.067 1.320 1.361
H -2.731 0.127 0.420

***

The data favor B; the next most stable structure lies 11.7 kcal/mol above it.

***

## A
12
Properties=species:S:1:pos:R:3 method="wB97M-V/def2-TZVPD" charge=0 homo_energy_ev=-9.03 smiles="[H]/N=C/N(O)C=C" gap_ev=9.932
H -1.197 -0.293 -3.033
N -0.467 -0.544 -2.279
C -0.553 0.045 -1.110
N 0.555 0.143 -0.257
O 1.656 -0.753 -0.709
C 0.450 -0.007 1.197
C -0.309 0.694 2.040
H -1.445 0.638 -0.721
H 1.190 -1.417 -1.499
H 1.188 -0.723 1.658
H -0.986 1.471 1.594
H -0.083 0.747 3.117

***

## B
12
Properties=species:S:1:pos:R:3 method="wB97M-V/def2-TZVPD" charge=0 homo_energy_ev=-8.72 smiles="C/N=C/NC=O" gap_ev=9.506
C 0.854 -1.742 0.975
N 0.824 -0.446 0.438
C 0.660 0.412 -0.427
N -0.324 1.417 -0.150
C -1.395 1.559 -1.003
O -2.508 1.848 -0.626
H -0.135 -1.918 1.421
H 1.045 -2.534 0.238
H 1.587 -1.811 1.783
H 1.168 0.539 -1.401
H -0.625 1.305 0.817
H -1.152 1.371 -2.065

***

The data favor B; the next most stable structure lies 48.5 kcal/mol above it.

***

## A
12
Properties=species:S:1:pos:R:3 method="wB97M-V/def2-TZVPD" charge=0 homo_energy_ev=-9.52 smiles="[H]/N=C(/C=O)NC" gap_ev=9.811
H -1.712 0.155 -1.093
N -0.936 -0.406 -1.449
C 0.001 -0.528 -0.586
C 1.193 -1.343 -1.013
O 2.166 -1.490 -0.308
N 0.125 -0.013 0.669
C -0.604 1.161 1.090
H 1.108 -1.765 -2.029
H 1.019 -0.210 1.099
H -0.661 1.895 0.275
H -0.077 1.619 1.929
H -1.623 0.925 1.416

***

## B
12
Properties=species:S:1:pos:R:3 method="wB97M-V/def2-TZVPD" charge=0 homo_energy_ev=-9.35 smiles="[H]/N=C(/N)CC=O" gap_ev=10.082
H 2.077 -1.447 -0.503
N 2.071 -0.434 -0.418
C 0.950 -0.026 0.037
N 0.753 1.304 0.327
C -0.215 -0.930 0.413
C -1.588 -0.515 -0.070
O -1.924 0.615 -0.340
H -0.190 1.641 0.182
H 1.483 1.899 -0.044
H -0.023 -1.954 0.073
H -0.285 -0.973 1.511
H -2.323 -1.341 -0.140

***

The data favor B; the next most stable structure lies 6.4 kcal/mol above it.

***

## A
12
Properties=species:S:1:pos:R:3 method="wB97M-V/def2-TZVPD" charge=0 homo_energy_ev=-10.00 smiles="NC(=O)N1CC1" gap_ev=10.836
N -1.151 -0.529 1.081
C -0.900 -0.911 -0.216
O -1.664 -1.619 -0.830
N 0.252 -0.366 -0.865
C 0.397 1.088 -0.783
C 1.368 0.198 -0.120
H -0.413 -0.245 1.703
H -1.944 -0.987 1.500
H 0.641 1.579 -1.719
H -0.300 1.623 -0.140
H 2.335 0.013 -0.580
H 1.379 0.156 0.968

***

## B
12
Properties=species:S:1:pos:R:3 method="wB97M-V/def2-TZVPD" charge=0 homo_energy_ev=-10.56 smiles=N#C[C@@H](N)CO gap_ev=11.223
N 2.481 -0.692 -1.368
C 1.567 -0.485 -0.690
C 0.398 -0.223 0.173
N 0.349 1.139 0.708
C -0.928 -0.514 -0.548
O -1.975 -0.372 0.371
H 0.456 -0.923 1.011
H 0.720 1.177 1.649
H 0.891 1.784 0.143
H -1.033 0.169 -1.404
H -0.946 -1.541 -0.924
H -1.863 0.515 0.748

***

The data favor B; the next most stable structure lies 6.0 kcal/mol above it.